Record 1
Below is an isolated ion of composition C5H15N2O and charge +1 in a non-equilibrium geometry, with properties calculated with the ωB97M-V functional and the def2-TZVPD basis.

SMILES: C[NH2+]CCNCCO
net charge: +1
E_LUMO: -3.0 eV

```
23
Properties=species:S:1:pos:R:3:forces:R:3
H 1.4078 -2.4202 -2.0875 -0.12 0.39 0.83
H 0.9475 1.7344 1.7235 0.64 -0.55 0.64
H -0.4998 -2.3090 -0.4002 0.11 -0.01 -0.41
H 1.2368 -0.1278 -1.0008 -0.42 0.60 0.35
H 1.4295 -1.5763 -3.5387 0.20 0.42 0.05
C -0.7984 -1.2624 -0.4483 -0.95 -0.21 0.22
H -1.1992 1.2561 0.4490 0.77 0.41 -0.28
C -0.7612 0.5827 1.1841 -0.43 -0.13 1.00
H -1.0090 0.4110 -1.8200 -0.57 -0.36 0.22
H 0.2957 0.5311 3.0483 0.85 0.05 -0.06
C 0.1252 1.2702 2.2668 -1.73 0.75 -1.65
O -0.5815 2.3838 2.7862 0.83 0.14 -0.41
H 2.7376 -1.2534 -2.3784 -0.01 0.05 0.12
H -1.8907 -1.2579 -0.2908 0.24 -0.03 0.32
H -1.6919 0.2832 1.7067 0.32 -0.58 -0.05
C -0.6149 -0.6102 -1.7966 1.52 1.24 -0.13
C 1.6738 -1.4403 -2.4792 -0.05 -0.45 -1.55
N 0.8784 -0.3019 -1.9480 -0.39 -1.61 -0.22
H -0.9278 -1.1192 -2.7027 -0.17 -0.34 0.22
N -0.0306 -0.5330 0.5578 -0.60 0.10 0.10
H -1.3234 2.0591 3.2688 -0.91 -0.19 0.69
H 0.2167 -1.1894 1.2864 0.17 0.02 0.06
H 0.9167 0.5026 -2.5555 0.68 0.31 -0.05
```
Positions in Å, forces in eV/Å.



Record 2
Below is a 2-piece molecular cluster, C5H15N2O overall in a non-equilibrium geometry, with properties calculated with the ωB97M-V functional and the def2-TZVPD basis.

multiplicity: 2
net charge: +2
<S²>: 0.7685
E_LUMO (spin up / spin down): -7.2 / -11.0 eV

```
23
Properties=species:S:1:pos:R:3:forces:R:3
C -2.5617 -0.8303 -0.1879 -3.79 -0.95 -1.38
H -0.6832 -2.4856 -0.0188 0.51 0.12 0.11
C 0.7047 2.6437 0.3529 1.80 3.76 -0.49
H 0.6806 -1.6811 -0.3743 2.56 -0.37 -1.98
C 0.5271 1.3056 0.3742 2.25 -1.98 1.43
H -3.1442 -1.4153 0.6287 2.02 0.58 -0.84
N -0.1377 -1.6231 0.1317 -2.81 0.36 4.81
H 1.8698 4.2526 -0.2044 0.11 0.36 0.11
H -0.5439 0.0712 1.8979 0.14 1.08 -1.62
N 1.8543 3.2477 -0.1350 -5.94 0.50 2.24
C -0.6815 0.6323 0.8832 -1.41 0.29 1.47
O 2.0390 -2.8808 -1.0567 3.39 -1.27 -1.56
C -1.1373 -0.3980 -0.1751 2.07 -1.19 0.22
H -0.7964 -0.0803 -1.1914 -0.58 -0.18 0.74
H -2.9593 -1.3186 -1.2237 1.44 1.06 2.38
H -1.4541 1.4139 1.1520 0.55 -0.94 -0.67
H 0.2242 -1.6153 1.2366 -1.46 -0.26 -3.60
H 1.5116 0.7656 0.2966 -1.22 -0.05 -0.53
H 2.6496 2.7833 -0.3460 3.04 -2.08 -1.11
H 2.5538 -2.5234 -1.8579 -1.36 -0.45 1.47
H 2.6853 -3.6725 -0.8780 -2.04 1.86 0.03
H -3.1487 0.1011 -0.1298 0.20 -0.05 -0.33
H -0.0521 3.3075 0.8254 0.51 -0.20 -0.93
```
Positions in Å, forces in eV/Å.



Record 3
Below is a 2-piece molecular cluster, C5H15N2O2 overall in a non-equilibrium geometry, with properties calculated with the ωB97M-V functional and the def2-TZVPD basis.

net charge: -1
E_LUMO: 3.8 eV

```
24
Properties=species:S:1:pos:R:3:forces:R:3
H 0.1270 2.6278 -0.4452 0.54 -0.01 0.20
O 0.1566 -1.8589 -2.2060 -0.22 0.16 0.18
C 2.3957 -0.4944 -0.4193 -0.77 0.91 -1.04
C -0.1366 1.6496 -0.8453 -1.59 0.17 -1.34
H -0.0113 0.3029 2.2190 0.16 0.23 0.12
H 0.1909 1.5777 -1.8821 0.70 -0.32 0.25
H -2.3603 -1.2651 0.1135 -0.02 0.16 -0.25
H -1.2137 -1.6601 1.3195 -0.20 -0.08 0.60
N 1.6153 0.4777 0.4124 0.64 -0.88 0.23
H 2.0577 1.3833 0.4000 -0.22 0.25 -0.34
H -0.6065 1.9036 1.6540 0.30 -0.08 0.03
H 0.5165 -2.7440 -2.1256 0.11 -0.01 -0.01
H -0.1780 -0.4630 -0.1526 0.40 -0.05 -0.83
H 2.0934 -1.4626 0.0326 0.48 -0.18 -0.13
H 3.4514 -0.2319 -0.2876 0.24 -0.36 0.81
C 0.1985 0.5209 0.1030 0.02 1.56 1.57
C -0.5554 0.8310 1.4345 -0.51 -0.77 -0.15
H -2.5824 0.8914 0.9848 0.06 0.19 -0.20
H -1.2246 1.7614 -0.9976 -0.13 -0.28 0.35
H 0.9811 -1.1970 -1.9863 0.16 -0.23 -0.42
O 2.1506 -0.4226 -1.7628 -0.35 -0.30 0.47
N -1.9382 0.3336 1.5221 0.30 -0.20 -0.12
H -3.0009 -1.3751 1.7514 0.31 -0.79 0.05
C -2.1268 -1.0862 1.1636 -0.42 0.90 -0.05
```
Positions in Å, forces in eV/Å.



Record 4
Below is the molecule C5H15N2S in a non-equilibrium geometry, with properties calculated with the ωB97M-V functional and the def2-TZVPD basis.

multiplicity: 2
net charge: 0
<S²>: 0.7506
E_LUMO (spin up / spin down): 0.7 / 0.7 eV

```
23
Properties=species:S:1:pos:R:3:forces:R:3
C 1.6651 -0.4818 1.2185 -0.82 0.78 -1.39
H -1.5445 1.0929 -1.0516 0.06 -0.02 -0.02
H -1.0102 -0.9416 0.7163 0.66 -0.26 0.84
H 0.4544 -0.3460 -3.2873 0.01 0.43 0.27
H -1.9308 1.8358 1.0396 -0.49 -0.18 -0.06
N -0.8762 -0.8434 -1.5916 0.34 0.08 -0.60
H 1.0622 -1.4202 -1.9421 0.27 0.28 -0.48
H 0.9173 1.5151 1.0577 -0.37 0.17 -0.23
H 0.4087 0.6896 2.5007 -0.32 0.02 -0.19
N -1.9329 0.8335 1.3661 1.59 -0.55 -0.40
H -1.8122 0.8917 2.4172 -0.39 -0.36 -0.38
H -0.1062 -1.9900 -3.1163 0.21 0.11 0.08
H -1.7614 -0.9765 -2.0530 -0.22 0.36 0.20
C -0.7455 0.3833 -0.8296 0.34 0.17 0.24
C 0.5285 0.5656 1.4189 1.66 -1.15 0.88
H 0.2008 0.8749 -1.0970 -0.19 -0.01 -0.04
H 1.4949 -1.3874 1.7854 0.21 -0.01 0.45
H -2.7590 0.2403 1.0716 -0.47 0.61 0.34
H 1.5622 -0.7928 0.1726 0.41 -0.13 0.07
C 0.2038 -1.1051 -2.5449 -0.41 -1.31 0.47
C -0.7050 0.1009 0.7081 -1.99 1.35 -0.40
S 3.3270 0.1702 1.5031 0.14 -0.40 0.51
H 3.3590 1.0907 0.5374 -0.22 0.02 -0.17
```
Positions in Å, forces in eV/Å.



Record 5
Below is the molecule C5H15N3, with properties calculated with the ωB97M-V functional and the def2-TZVPD basis.

SMILES: NCCCCNCN
net charge: 0
E_LUMO: 1.0 eV

```
23
Properties=species:S:1:pos:R:3:forces:R:3
C 0.8660 0.5119 -1.2483 0.52 -0.63 -0.23
H -0.8954 -0.8104 0.2496 -0.08 -0.05 0.12
N 2.7504 0.0243 1.0393 0.21 -0.18 -0.31
H 1.0544 -1.1630 1.1293 -0.08 -0.01 0.58
C -2.3646 0.5620 0.6876 0.45 -0.29 -0.28
H -3.4321 -1.1484 1.0284 0.02 0.00 0.00
H -0.6321 1.8994 -0.8600 -0.37 -0.03 0.13
H 0.4082 0.4337 -2.2381 0.18 0.00 -0.08
H 1.6910 1.2238 -1.3400 -0.16 0.13 0.16
H -2.5794 1.5587 0.3057 -0.08 0.09 0.06
H -4.0215 -0.2415 -0.2064 0.17 -0.02 -0.07
H -2.0048 0.6630 1.7153 -0.09 0.12 0.20
H 2.4870 -2.0127 0.6672 0.11 -0.14 -0.29
C 1.9444 -1.0852 0.5162 -0.48 0.85 -0.19
C -0.2359 1.0153 -0.3555 -0.43 0.19 0.81
H 2.0703 -1.2278 -1.7010 0.44 0.32 0.20
N -3.5722 -0.2036 0.6980 -0.41 -0.09 0.22
H 0.5491 -1.5546 -1.0713 0.00 -0.19 0.29
H 0.0558 1.3657 0.6526 0.60 0.06 -0.24
H 3.5387 0.1687 0.4126 0.05 -0.02 0.17
H 2.2168 0.8843 0.9864 -0.04 -0.02 0.09
N -1.2946 0.0222 -0.1617 -0.23 0.50 -0.72
C 1.4006 -0.8858 -0.9058 -0.31 -0.57 -0.64
```
Positions in Å, forces in eV/Å.



Record 6
Below is C5H15N3 as an isolated structure in a non-equilibrium geometry, with properties calculated with the ωB97M-V functional and the def2-TZVPD basis.

net charge: 0
E_LUMO: 1.1 eV

```
23
Properties=species:S:1:pos:R:3:forces:R:3
H -2.5343 0.2472 -1.4170 -0.08 0.10 0.36
H 0.0019 0.2993 1.5025 -0.30 -0.11 0.61
C -1.8779 1.0917 -1.1364 -0.94 -1.70 -0.53
C -0.0637 -0.7139 -0.9092 -0.64 0.39 0.60
N 2.9587 0.3197 0.2283 -0.60 0.19 -1.36
H 0.3826 -0.5593 -1.9023 -0.47 0.06 0.02
H -0.9423 -1.3688 -0.9240 0.59 -0.66 -0.45
H 1.2820 -0.3150 0.4323 -3.74 0.15 1.97
C -0.6867 0.5754 -0.3092 0.33 2.71 -1.10
H 2.8508 0.8546 1.0722 -0.28 -0.66 0.34
H -1.5270 1.3902 -2.1242 0.16 0.46 0.13
H 2.5125 -1.1461 -1.2628 0.55 0.56 -0.07
C 2.3110 -0.9855 -0.1957 5.04 -2.27 -2.38
H 3.7437 0.6214 -0.3205 -0.14 -0.05 -0.13
C -2.0151 -0.1471 1.6563 0.71 -0.43 -0.55
N 0.9345 -1.2296 0.0300 -0.11 2.23 1.96
H -1.6867 -0.7190 2.5232 -0.22 0.25 0.28
H 0.0008 1.4181 -0.5115 0.51 -0.53 0.36
H 2.9299 -1.7247 0.3173 -0.51 -0.49 0.06
H -2.3171 -0.9207 0.9298 -0.35 0.32 0.20
N -0.8794 0.6201 1.1331 -0.14 -0.08 -0.49
H -2.8256 0.5464 1.8954 -0.08 -0.41 0.03
H -2.5527 1.8457 -0.7075 0.72 -0.05 0.14
```
Positions in Å, forces in eV/Å.



Record 7
Below is the molecule C5H15N3 in a non-equilibrium geometry, with properties calculated with the ωB97M-V functional and the def2-TZVPD basis.

SMILES: CC(C)[C@H](C)N(N)N
net charge: 0
E_LUMO: 1.1 eV

```
23
Properties=species:S:1:pos:R:3:forces:R:3
N -0.6343 1.8187 -0.6179 0.04 0.65 -1.04
H 1.5224 0.6615 1.9064 -0.01 0.04 -0.20
N -0.8161 1.0661 0.5492 -0.79 -0.45 1.47
H 0.9944 -2.1686 -1.3202 -0.03 0.22 -0.08
H -0.9762 -0.8569 1.3013 -0.13 0.54 -0.18
C 1.4997 -1.2584 -0.9825 -0.11 -0.19 -0.05
H -2.4980 -0.7807 -0.7032 0.23 0.09 0.20
H 2.0093 1.1340 0.2599 -0.10 -0.01 0.12
H -1.3370 -2.1027 -0.7567 0.09 0.12 0.01
H 2.5619 -1.5183 -0.9002 -0.13 0.17 0.06
C 1.8867 0.2884 0.9444 -0.16 0.07 0.18
C -0.6274 -0.3827 0.3737 1.36 -0.58 -0.12
C 0.9541 -0.7786 0.3611 -0.71 0.05 0.10
H -0.0954 1.3357 -1.3354 -0.22 -0.06 0.38
C -1.4307 -1.0129 -0.7758 0.02 0.14 -0.12
N -2.2212 1.2453 0.9855 0.06 0.03 -0.28
H -2.6048 2.0449 0.4804 0.27 -0.28 -0.05
H 1.4019 -0.4909 -1.7553 0.04 -0.06 -0.05
H -1.0972 -0.6650 -1.7588 0.03 -0.10 0.09
H -2.2330 1.4945 1.9735 0.39 0.03 -0.24
H 1.0135 -1.6369 1.0450 -0.06 0.08 -0.15
H -0.1583 2.6925 -0.3924 0.07 -0.44 0.05
H 2.8856 -0.1288 1.1182 -0.16 -0.06 -0.11
```
Positions in Å, forces in eV/Å.



Record 8
Below is an isolated ion of composition C5H15N3 and charge +1 in a non-equilibrium geometry, with properties calculated with the ωB97M-V functional and the def2-TZVPD basis.

multiplicity: 2
net charge: +1
<S²>: 0.7544
E_LUMO (spin up / spin down): -2.6 / -7.5 eV

```
23
Properties=species:S:1:pos:R:3:forces:R:3
H 1.1227 1.8821 -1.8569 0.10 0.21 0.04
H -2.1230 2.2656 2.1310 -0.13 -0.02 -0.07
C 1.2139 0.8657 -0.0467 0.12 1.24 0.95
H 1.8013 -1.2204 -0.9181 0.09 -0.22 0.50
H -2.4067 0.0641 2.1309 -0.22 -0.34 -0.09
H -0.4170 -3.0290 -0.6898 -0.15 -0.15 0.13
H -1.4215 2.3216 0.6386 -0.17 0.13 0.11
C 0.1493 -0.1894 -0.2196 0.43 -0.43 0.92
H 0.8823 1.6692 0.6229 -0.66 0.05 -0.38
H 2.0107 0.4970 0.5958 0.34 -0.62 -0.25
N 0.8362 -1.4088 -0.6210 -0.03 1.03 -2.20
H 0.8592 -3.0993 -1.8719 0.21 0.17 -0.22
N 1.7415 1.2976 -1.3174 0.28 -1.01 -0.04
C -0.6538 -0.4857 1.0432 -0.77 -0.18 1.06
H 2.6741 1.6726 -1.2402 -0.11 0.27 -0.17
H -0.9831 -1.5290 1.0869 0.04 0.04 -0.28
C -1.8943 0.3998 1.2364 0.37 0.45 -0.27
H -0.5461 0.0819 -1.0117 -0.13 -0.07 -0.34
N -1.5180 1.7816 1.4871 0.39 -0.02 -0.24
H -0.0597 -0.3350 1.9410 0.48 -0.02 -0.07
H -0.5780 -1.9770 -2.0429 0.26 0.08 -0.15
C 0.1718 -2.4245 -1.3829 -0.50 -0.56 0.91
H -2.5348 0.2877 0.3535 -0.25 -0.06 0.16
```
Positions in Å, forces in eV/Å.



Record 9
Below is a 2-piece molecular cluster, C5H15N3 overall in a non-equilibrium geometry, with properties calculated with the ωB97M-V functional and the def2-TZVPD basis.

net charge: +2
E_LUMO: -11.9 eV

```
23
Properties=species:S:1:pos:R:3:forces:R:3
C 0.4632 -0.2506 -0.2843 2.26 3.59 1.42
H 0.6594 -3.2037 1.6913 0.45 -1.47 -0.03
H -0.6557 -2.0192 1.8118 1.43 0.05 -0.42
H -1.7803 2.1430 -2.2097 0.32 0.59 0.67
H -3.0434 4.1694 -0.9510 0.26 0.35 0.27
H 3.4558 -2.7575 0.2540 0.22 -1.08 -1.47
C 0.7992 -1.6272 0.2154 -4.26 -1.38 -2.20
N 3.1825 -2.0296 0.8674 -2.80 -0.91 1.76
H -0.7997 3.4859 -1.3920 -0.40 -0.18 0.13
H 1.1060 -1.5392 2.2567 -1.42 -1.21 -0.40
N -2.8672 3.1992 -0.7218 2.20 -0.80 -0.66
H 1.0808 0.6032 0.3917 -1.58 -2.22 -1.60
H 1.9644 -1.6233 0.3311 5.01 -0.09 0.60
H 0.6801 -2.3165 -0.6931 0.65 0.38 1.40
C -1.5503 2.6594 -1.2392 -0.84 -2.08 -1.17
H -1.7476 -0.0852 0.2794 -0.25 0.41 0.85
H 4.0039 -1.4779 1.0523 0.25 1.86 -0.82
C 0.4516 -2.1888 1.5500 -0.18 3.44 0.99
C -1.0082 0.3023 -0.4111 2.17 1.11 -1.49
H -3.0817 2.9464 0.2202 -0.30 -0.01 0.83
H 0.8501 -0.1170 -1.3309 -0.04 -0.32 1.12
H -1.2843 -0.0714 -1.3882 -0.85 0.45 -0.46
N -0.8788 1.7983 -0.3000 -2.28 -0.50 0.68
```
Positions in Å, forces in eV/Å.



Record 10
Below is a 2-piece molecular cluster, C5H15N3O overall in a non-equilibrium geometry, with properties calculated with the ωB97M-V functional and the def2-TZVPD basis.

net charge: 0
E_LUMO (spin up / spin down): 0.9 / 0.9 eV

```
24
Properties=species:S:1:pos:R:3:forces:R:3
H 0.5290 -2.8614 -0.5976 -0.05 0.25 0.07
H -2.8684 -0.0139 0.7797 -0.08 -0.04 -0.03
C -2.0305 0.7916 -1.6259 0.14 0.16 0.21
H 1.8171 -2.5979 1.4589 -0.16 -0.04 -0.12
H -1.3311 -0.0852 1.6360 -0.07 0.02 0.17
H -1.4180 0.8152 -2.5281 -0.02 -0.07 -0.12
H 2.2307 -0.6365 -0.4420 0.01 -0.04 -0.09
H 0.2336 -2.2864 1.7701 0.00 0.01 0.03
H -2.7667 -0.0050 -1.7299 0.04 -0.05 -0.07
H 2.5423 1.8598 -0.5250 0.05 0.04 0.16
C 0.7756 -1.8798 -0.1571 -1.54 0.57 -0.57
H -2.1029 1.4799 1.3369 0.05 0.12 0.04
C -1.9138 0.4878 0.9084 0.63 -0.41 -0.25
H 0.6901 0.8391 1.5511 -0.14 -0.08 0.00
C -1.1860 0.5547 -0.4046 -1.15 1.01 -0.24
H 0.3979 1.3852 -1.3273 -0.11 -0.02 0.05
H -2.5877 1.7350 -1.5841 -0.11 0.13 -0.03
C 0.9366 1.2042 0.5727 -0.11 0.62 -0.08
H -0.1656 -1.1444 -0.3474 1.91 -1.60 0.53
H 2.9083 1.3779 1.0170 -0.03 0.11 -0.03
N 1.0506 -1.9558 1.2709 0.09 0.11 0.18
N 0.0251 1.1926 -0.4027 0.62 -0.97 0.28
O 1.9217 -1.4684 -0.8499 0.04 0.19 0.10
N 2.3119 1.2116 0.2200 -0.03 -0.02 -0.18
```
Positions in Å, forces in eV/Å.



E_tot / hartree: -383.986325, -383.546258, -459.485789, -707.048881, -363.751058, -363.630803, -363.693827, -363.457399, -362.763936, -438.911558
Relative energy (zero: lowest compared OMol25 entry of this formula, charge and spin) / kcal per mole: 40.6, 40.2, 8.0, 54.8, 22.6, 98.1, 58.5, 6.9, 282.5, 77.4